22
Properties=species:S:1:pos:R:3:forces:R:3:nbo_charge:R:1 method="wB97M-V/def2-TZVPD" charge=0 e_tot_ev=-8520.3515 de_lowest_kj_mol=263.2 homo_energy_ev=-9.060 multiplicity=1 orbital_gap_ev=10.10 lumo_ev=1.0375 largest_force_ha_per_bohr=0.08731
C 0.389 -1.917 -1.309 2.1849 -0.9239 -1.5846 -0.63
H 1.409 -2.087 -1.902 -2.0881 0.7571 0.8061 0.21
C 0.570 -0.794 -0.254 -1.5127 -3.0361 -2.9415 -0.06
H 2.778 -0.940 0.071 -1.8289 -0.7921 -0.7621 0.21
H -1.272 3.174 -0.544 -0.0203 1.4413 -0.6518 0.21
C -1.156 2.360 0.104 0.2284 -3.1123 -0.0865 -0.58
H -0.241 2.383 0.699 -0.2429 0.4170 0.0828 0.21
H -2.043 2.233 0.731 0.2878 0.2092 0.1033 0.21
C -1.066 1.060 -0.820 -0.3092 1.9514 -2.0132 -0.44
H -1.244 -1.679 1.392 -1.1532 2.2658 -1.4193 0.19
C 1.725 -0.599 0.288 2.5960 1.3105 1.6480 -0.17
H 1.185 0.383 2.170 0.4461 0.6274 -1.0201 0.22
C 1.925 0.461 1.326 0.2055 -0.3324 0.7392 -0.66
H -2.009 1.039 -1.424 0.3845 -0.3426 0.7424 0.21
H -2.728 -0.568 0.861 0.4779 0.5136 -0.0882 0.21
H 2.919 0.232 1.775 -0.5960 0.9014 -0.1862 0.21
H -0.469 -1.695 -2.034 1.3052 -0.5759 1.0391 0.22
C -0.769 -0.197 -0.105 -1.2011 0.3463 2.8883 -0.02
H -0.318 1.237 -1.644 -0.3228 -0.1051 0.9602 0.21
H 0.332 -2.951 -0.853 -0.7628 1.2464 -0.1840 0.23
C -1.652 -0.730 0.771 1.7596 -2.8600 0.6178 -0.40
H 1.908 1.378 0.700 0.1623 0.0930 1.3104 0.22